Record 1
{
  "formula": "C26H15Br2F5IrN4O2",
  "method": "wB97M-V/def2-TZVPD",
  "symbols": ["Ir", "Br", "Br", "F", "F", "F", "F", "F", "O", "O", "N", "N", "N", "N", "C", "C", "C", "C", "C", "C", "C", "C", "C", "C", "C", "C", "C", "C", "C", "C", "C", "C", "C", "C", "C", "C", "C", "C", "C", "C", "H", "H", "H", "H", "H", "H", "H", "H", "H", "H", "H", "H", "H", "H", "H"],
  "xyz": [[-0.172, 0.082, 0.073], [3.274, -0.708, -6.018], [-0.094, 3.292, -3.857], [-1.781, 1.535, 0.900], [-4.034, 3.017, 1.164], [-4.117, -1.386, -2.009], [-6.344, 2.288, -0.092], [-6.351, 0.088, -1.680], [-0.082, 1.363, -1.467], [-1.791, -0.718, -0.739], [1.657, 0.790, 0.957], [1.005, -0.974, -1.240], [-0.602, -0.664, 2.045], [1.029, 0.580, 3.224], [-1.734, -1.417, 2.099], [2.550, 1.277, 0.056], [-0.785, -0.373, 4.405], [-0.133, -0.159, 3.184], [-4.066, 1.951, 0.369], [-2.885, 0.037, -0.611], [-5.231, 0.455, -1.075], [-2.430, -1.652, 3.251], [-2.938, 1.180, 0.189], [1.554, 1.125, -4.730], [3.869, 2.283, 1.749], [-5.231, 1.584, -0.269], [2.600, -2.116, -3.183], [0.591, 0.928, -2.512], [0.754, 1.625, -3.688], [2.022, -0.854, -3.437], [2.185, -0.084, -4.609], [3.643, 2.024, 0.398], [2.988, 1.784, 2.671], [2.360, -2.755, -1.999], [-1.940, -1.110, 4.440], [-4.083, -0.296, -1.243], [1.261, -2.836, 0.291], [1.216, -0.315, -2.421], [1.544, -2.161, -1.014], [1.876, 1.049, 2.244], [2.359, 1.041, -0.975], [1.733, -3.814, 0.339], [4.727, 2.860, 2.067], [1.280, 0.884, 4.149], [0.183, -2.951, 0.411], [1.674, 1.711, -5.631], [3.142, 1.946, 3.730], [4.306, 2.394, -0.370], [3.234, -2.570, -3.932], [-0.369, 0.049, 5.310], [2.792, -3.726, -1.800], [1.623, -2.223, 1.118], [-2.050, -1.844, 1.158], [-3.329, -2.249, 3.230], [-2.457, -1.267, 5.377]],
  "nbo_charge": [1.3054, 0.1015, 0.1232, -0.3163, -0.2772, -0.2893, -0.2730, -0.2718, -0.6591, -0.6967, -0.4920, -0.3891, -0.5240, -0.5630, 0.0570, 0.0757, -0.2686, 0.4135, 0.2969, 0.1903, 0.2873, -0.2555, 0.2191, -0.2164, -0.1069, 0.2564, -0.0766, 0.2559, -0.1311, -0.1369, -0.0813, -0.2522, -0.2686, -0.2549, -0.1055, 0.3222, -0.6519, 0.1627, 0.2856, 0.4129, 0.2205, 0.2419, 0.2429, 0.4171, 0.2434, 0.2555, 0.2310, 0.2468, 0.2504, 0.2314, 0.2405, 0.2346, 0.2452, 0.2480, 0.2433],
  "multiplicity": 1,
  "relative_energy_ev": 0.540,
  "homo_ev": -10.55,
  "charge": 1,
  "total_energy_ev": -193767.083
}

Record 2
{
  "formula": "C33H60O10",
  "method": "wB97M-V/def2-TZVPD",
  "symbols": ["O", "O", "O", "O", "O", "O", "O", "O", "O", "O", "C", "C", "C", "C", "C", "C", "C", "C", "C", "C", "C", "C", "C", "C", "C", "C", "C", "C", "C", "C", "C", "C", "C", "C", "C", "C", "C", "C", "C", "C", "C", "C", "C", "H", "H", "H", "H", "H", "H", "H", "H", "H", "H", "H", "H", "H", "H", "H", "H", "H", "H", "H", "H", "H", "H", "H", "H", "H", "H", "H", "H", "H", "H", "H", "H", "H", "H", "H", "H", "H", "H", "H", "H", "H", "H", "H", "H", "H", "H", "H", "H", "H", "H", "H", "H", "H", "H", "H", "H", "H", "H", "H", "H"],
  "xyz": [[2.637, 0.170, -2.475], [3.087, 3.706, -1.773], [0.177, -2.531, 0.563], [1.447, 1.887, 1.784], [-0.375, -1.954, -2.230], [6.414, -0.468, 0.793], [2.842, -1.097, 3.276], [5.236, 2.429, 0.131], [4.026, -2.352, 0.676], [1.467, -3.954, -1.623], [-8.693, -2.833, 0.300], [-7.556, -0.641, 0.842], [3.255, -2.401, 2.953], [-0.612, 0.825, 0.975], [5.053, -2.149, -0.264], [2.434, 1.376, -1.770], [-0.933, 3.013, -0.691], [-4.692, 2.889, 0.212], [4.057, 4.243, -0.911], [0.368, -0.765, -2.417], [4.302, 3.460, 0.384], [-3.083, 2.110, -1.618], [6.873, 0.854, 0.901], [4.468, -2.453, 2.019], [-1.888, 2.002, -0.714], [1.490, -4.418, -0.290], [2.284, -0.386, 2.189], [-7.736, 0.769, 1.399], [3.382, 2.439, -2.330], [-0.112, -3.001, -3.150], [5.569, -0.708, -0.318], [-6.435, 1.568, 1.479], [-1.707, 0.916, 0.128], [0.336, -4.268, -2.407], [0.324, -3.923, 0.584], [-8.861, -1.433, 0.877], [5.786, 1.863, 1.297], [-4.049, 3.203, -1.139], [0.155, 2.946, 0.152], [0.327, 1.847, 0.996], [1.656, 0.891, 2.758], [-5.816, 1.860, 0.113], [1.848, -0.901, -2.008], [-2.750, 2.361, -2.628], [2.272, -1.799, -2.465], [3.225, 2.505, -3.413], [6.231, 2.658, 1.916], [-2.426, 0.109, 0.124], [0.666, -2.702, -3.856], [-5.430, 0.936, -0.317], [5.022, 4.344, -1.430], [3.680, 5.238, -0.661], [2.430, -2.956, 2.486], [-3.495, 4.140, -1.058], [-4.833, 3.343, -1.887], [7.641, 0.820, 1.677], [5.896, -2.824, -0.062], [-9.213, -1.505, 1.908], [-6.798, -1.167, 1.429], [-7.202, -0.587, -0.189], [-6.645, 2.518, 1.978], [0.597, -5.044, -3.141], [4.721, -0.016, -0.322], [4.609, -2.395, -1.231], [4.718, 4.149, 1.136], [-8.366, -2.782, -0.736], [-9.634, -3.379, 0.337], [-1.034, -3.216, -3.704], [0.529, -4.208, 1.620], [1.929, -1.000, -0.918], [4.997, -3.409, 2.156], [1.405, 1.738, -1.886], [2.427, -4.013, 0.101], [-0.618, -4.409, 0.286], [3.360, 3.049, 0.773], [0.317, -0.443, -3.466], [3.513, -2.861, 3.909], [1.545, -1.009, 1.669], [0.013, -2.266, -0.360], [1.515, -5.518, -0.257], [5.156, -1.638, 2.265], [2.620, 1.224, -0.698], [-0.139, -0.024, -1.794], [-5.102, 3.812, 0.630], [-1.038, 3.865, -1.347], [0.731, 0.660, 3.296], [-5.712, 1.028, 2.095], [-3.923, 2.529, 0.900], [-6.591, 2.243, -0.557], [6.133, -0.560, -1.251], [5.012, 1.361, 1.895], [7.323, 1.187, -0.045], [-8.163, 0.697, 2.403], [-0.489, -4.638, -1.793], [0.897, 3.728, 0.159], [-8.452, 1.312, 0.777], [3.064, -0.107, 1.467], [2.366, 1.327, 3.468], [-0.504, -0.053, 1.590], [-7.950, -3.392, 0.865], [-9.622, -0.895, 0.306], [4.419, 2.154, -2.139], [-3.602, 1.152, -1.664]],
  "nbo_charge": [-0.5464, -0.5397, -0.7501, -0.5096, -0.5629, -0.5460, -0.5387, -0.5618, -0.5555, -0.5524, -0.5998, -0.3950, -0.0765, -0.2644, -0.0790, -0.0879, -0.2001, -0.3979, -0.0761, -0.0915, -0.1007, -0.4107, -0.0786, -0.1100, -0.0471, -0.0988, -0.1062, -0.3841, -0.0831, -0.0799, -0.1017, -0.3853, -0.2171, -0.0890, -0.0910, -0.3862, -0.0957, -0.3829, -0.2450, 0.2826, -0.0793, -0.3975, -0.0976, 0.2114, 0.1996, 0.1799, 0.1702, 0.2139, 0.1800, 0.1930, 0.1739, 0.1924, 0.1715, 0.2011, 0.1986, 0.1937, 0.1736, 0.1923, 0.1921, 0.1934, 0.1976, 0.1796, 0.1884, 0.2001, 0.1679, 0.1992, 0.2066, 0.1840, 0.1835, 0.1801, 0.1682, 0.1782, 0.2205, 0.1539, 0.1974, 0.1715, 0.1919, 0.2073, 0.4944, 0.1603, 0.2066, 0.1643, 0.2085, 0.1994, 0.2120, 0.1789, 0.1945, 0.2056, 0.1911, 0.1734, 0.1781, 0.1779, 0.1976, 0.1739, 0.2270, 0.1913, 0.1674, 0.1969, 0.2268, 0.1995, 0.1925, 0.1877, 0.2040],
  "multiplicity": 1,
  "relative_energy_ev": 0.116,
  "homo_ev": -8.20,
  "total_energy_ev": -55666.528
}

Record 3
{
  "formula": "CH8N4S",
  "method": "wB97M-V/def2-TZVPD",
  "symbols": ["S", "N", "N", "N", "N", "C", "H", "H", "H", "H", "H", "H", "H", "H"],
  "xyz": [[-2.899, -0.503, -0.090], [1.452, -0.345, -0.318], [-1.507, 0.437, 0.263], [1.366, -1.561, 0.082], [-0.422, 0.993, -0.296], [0.888, 0.863, 0.346], [0.794, 0.802, 1.395], [1.520, 1.749, 0.154], [-0.529, 1.209, -1.392], [1.196, -1.868, 1.036], [2.101, -0.046, -1.098], [0.966, -2.358, -0.386], [-3.559, 0.280, -0.941], [-1.367, 0.347, 1.245]],
  "nbo_charge": [0.4234, -0.2133, -0.3757, -0.3924, -0.2844, -0.1053, 0.2533, 0.2956, 0.4704, 0.4264, 0.4640, 0.4411, 0.1807, 0.4160],
  "multiplicity": 1,
  "relative_energy_ev": 1.923,
  "homo_ev": [-18.92, -18.42],
  "charge": 2,
  "total_energy_ev": -17939.045
}

Record 4
{
  "formula": "C12H40BO12",
  "method": "wB97M-V/def2-TZVPD",
  "symbols": ["O", "O", "O", "O", "O", "O", "O", "O", "O", "O", "O", "O", "C", "C", "C", "C", "C", "C", "C", "C", "C", "C", "C", "C", "B", "H", "H", "H", "H", "H", "H", "H", "H", "H", "H", "H", "H", "H", "H", "H", "H", "H", "H", "H", "H", "H", "H", "H", "H", "H", "H", "H", "H", "H", "H", "H", "H", "H", "H", "H", "H", "H", "H", "H", "H"],
  "xyz": [[-12.750, -22.610, 14.860], [-10.499, -20.821, 13.927], [-9.843, -26.376, 16.757], [-10.440, -23.652, 12.222], [-8.439, -19.781, 15.284], [-8.216, -22.192, 11.249], [-11.034, -27.926, 14.789], [-10.058, -21.961, 16.400], [-8.105, -23.103, 13.087], [-8.572, -24.688, 15.683], [-11.442, -25.277, 13.597], [-11.505, -26.205, 18.804], [-12.831, -21.537, 13.972], [-9.256, -21.434, 11.843], [-11.002, -25.535, 16.644], [-10.563, -27.411, 13.580], [-12.136, -25.938, 17.573], [-7.502, -24.330, 13.415], [-11.788, -20.510, 14.387], [-10.165, -25.968, 13.684], [-8.085, -21.175, 15.140], [-8.605, -22.032, 16.334], [-10.472, -22.318, 11.691], [-7.421, -24.354, 14.993], [-10.240, -23.383, 14.523], [-9.785, -24.262, 14.093], [-9.389, -19.646, 15.268], [-11.334, -25.520, 15.605], [-12.564, -26.893, 17.267], [-11.278, -21.771, 12.181], [-9.480, -25.610, 12.916], [-9.324, -24.335, 15.201], [-9.404, -20.511, 11.281], [-9.594, -25.764, 14.590], [-11.947, -23.135, 14.821], [-8.185, -23.024, 11.728], [-6.730, -25.159, 15.246], [-10.265, -23.551, 13.160], [-8.448, -21.595, 14.202], [-11.264, -27.582, 12.764], [-6.996, -21.216, 15.187], [-10.283, -28.136, 15.350], [-9.607, -22.538, 14.300], [-9.628, -27.884, 13.277], [-11.182, -23.339, 14.000], [-8.200, -21.802, 17.319], [-6.973, -23.486, 15.477], [-11.999, -19.542, 13.933], [-9.067, -25.871, 16.504], [-10.775, -22.364, 10.645], [-10.649, -26.605, 18.634], [-7.980, -25.226, 13.021], [-9.005, -21.289, 12.894], [-10.621, -24.553, 16.923], [-6.462, -24.318, 13.091], [-10.424, -22.587, 15.770], [-10.325, -21.706, 14.257], [-10.425, -23.424, 15.586], [-11.712, -20.359, 15.464], [-12.899, -25.168, 17.687], [-13.792, -21.048, 14.129], [-8.389, -23.090, 16.186], [-12.709, -21.723, 12.905], [-11.258, -24.388, 13.909], [-8.946, -23.122, 13.549]],
  "nbo_charge": [-0.7452, -0.8444, -0.8031, -0.7606, -0.7489, -0.7832, -0.7211, -0.7613, -0.8245, -0.8413, -0.7353, -0.7497, -0.1032, -0.0925, -0.1347, -0.0594, -0.0729, -0.1027, -0.0988, -0.1700, -0.1006, -0.1561, -0.1098, -0.1033, -0.9577, 0.1384, 0.4857, 0.2090, 0.1618, 0.1566, 0.1770, 0.5666, 0.1839, 0.2051, 0.4737, 0.4785, 0.1751, 0.4805, 0.1863, 0.1861, 0.1714, 0.4805, 0.0608, 0.1323, 0.0591, 0.1875, 0.1858, 0.1644, 0.5006, 0.1775, 0.4819, 0.1818, 0.1752, 0.1657, 0.1948, 0.4328, 0.5281, 0.0806, 0.1892, 0.1873, 0.1771, 0.2083, 0.1759, 0.4484, 0.5687],
  "multiplicity": 1,
  "relative_energy_ev": 17.625,
  "homo_ev": -5.73,
  "charge": -1,
  "total_energy_ev": -38320.341
}

Record 5
{
  "formula": "C22H26BN7Re",
  "method": "wB97M-V/def2-TZVPD",
  "symbols": ["Re", "N", "N", "N", "N", "N", "N", "N", "C", "C", "C", "C", "C", "C", "C", "C", "C", "C", "C", "C", "C", "C", "C", "C", "C", "C", "C", "C", "C", "C", "B", "H", "H", "H", "H", "H", "H", "H", "H", "H", "H", "H", "H", "H", "H", "H", "H", "H", "H", "H", "H", "H", "H", "H", "H", "H", "H"],
  "xyz": [[0.271, 0.027, 0.067], [-0.630, -1.297, -2.150], [-0.632, 1.287, -2.166], [-0.532, 1.609, -0.824], [1.526, -0.011, -2.394], [-1.462, -0.140, 7.079], [-0.539, -1.574, -0.802], [1.867, 0.016, -1.059], [-1.560, 0.049, 3.600], [-1.091, 0.085, 2.305], [2.646, 0.009, -3.121], [3.914, 0.090, 0.355], [-1.755, 3.167, -1.799], [-1.381, -2.260, -2.720], [-1.759, -3.160, -1.733], [3.224, 0.057, -0.960], [-1.326, -3.274, 0.833], [2.654, -0.006, -4.606], [-0.628, -0.074, 4.637], [-1.698, 2.231, -4.213], [-1.384, 2.233, -2.759], [0.288, -0.001, 2.031], [3.735, 0.048, -2.239], [1.209, -0.130, 3.074], [-1.209, 2.751, -0.594], [-1.226, -2.699, -0.536], [0.745, -0.163, 4.374], [-1.090, -0.112, 5.994], [-1.680, -2.302, -4.176], [-1.280, 3.380, 0.754], [0.015, -0.014, -2.772], [3.734, -0.834, 0.908], [-1.065, -4.331, 0.813], [-2.177, -1.390, -4.508], [2.168, -0.905, -4.988], [-0.766, -2.420, -4.759], [-2.345, -4.052, -1.874], [-2.348, -3.197, 1.206], [-2.341, 3.075, -4.447], [2.269, -0.201, 2.871], [-2.342, 4.054, -1.966], [-2.210, 1.316, -4.509], [2.126, 0.859, -5.007], [-0.131, -0.017, -3.946], [-1.820, 0.182, 1.487], [-2.302, 3.359, 1.132], [4.776, 0.069, -2.514], [-0.977, 4.424, 0.693], [-2.615, 0.116, 3.825], [-0.631, 2.874, 1.467], [-0.788, 2.317, -4.808], [3.677, 0.015, -4.971], [-0.659, -2.769, 1.531], [4.986, 0.192, 0.211], [-2.332, -3.144, -4.389], [3.568, 0.933, 0.955], [1.437, -0.257, 5.200]],
  "nbo_charge": [1.3892, -0.3430, -0.3373, -0.3691, -0.3261, -0.1680, -0.3659, -0.3374, -0.1486, -0.2609, 0.3269, -0.6627, -0.3168, 0.2941, -0.3182, 0.2532, -0.6633, -0.6676, -0.0646, -0.6632, 0.3080, -0.1513, -0.3055, -0.1817, 0.2529, 0.2602, -0.1460, 0.2098, -0.6601, -0.6620, 0.4699, 0.2422, 0.2688, 0.2423, 0.2526, 0.2500, 0.2656, 0.2585, 0.2610, 0.2405, 0.2663, 0.2441, 0.2517, 0.0283, 0.2379, 0.2595, 0.2668, 0.2701, 0.2600, 0.2239, 0.2509, 0.2614, 0.2226, 0.2677, 0.2608, 0.2388, 0.2629],
  "multiplicity": 2,
  "s_squared": 0.770,
  "homo_ev": [-14.59, -14.70],
  "charge": 2,
  "total_energy_ev": -36458.691
}

What did the third record say?
{
  "formula": "CH8N4S",
  "method": "wB97M-V/def2-TZVPD",
  "symbols": ["S", "N", "N", "N", "N", "C", "H", "H", "H", "H", "H", "H", "H", "H"],
  "xyz": [[-2.899, -0.503, -0.090], [1.452, -0.345, -0.318], [-1.507, 0.437, 0.263], [1.366, -1.561, 0.082], [-0.422, 0.993, -0.296], [0.888, 0.863, 0.346], [0.794, 0.802, 1.395], [1.520, 1.749, 0.154], [-0.529, 1.209, -1.392], [1.196, -1.868, 1.036], [2.101, -0.046, -1.098], [0.966, -2.358, -0.386], [-3.559, 0.280, -0.941], [-1.367, 0.347, 1.245]],
  "nbo_charge": [0.4234, -0.2133, -0.3757, -0.3924, -0.2844, -0.1053, 0.2533, 0.2956, 0.4704, 0.4264, 0.4640, 0.4411, 0.1807, 0.4160],
  "multiplicity": 1,
  "relative_energy_ev": 1.923,
  "homo_ev": [-18.92, -18.42],
  "charge": 2,
  "total_energy_ev": -17939.045
}

Which formula does entry 1 have? C26H15Br2F5IrN4O2